1.
Molecular formula: C28H49BrO11
Method: DFT, the ωB97M-V functional and the def2-TZVPD basis

Summary:
HOMO energy: -9.26 eV
spin multiplicity: 1
molecular weight: 641.59 Da
SMILES: O=C1OC(=O)C(COCOCCO)=C1Br.C1CCOC1.C1CCOC1.C1CCOC1.C1CCOC1.C1CCOC1
orbital gap: 8.15 eV

Last column: Mulliken charge in e.
Atoms and positions in Å:
Br  -0.145  -6.187  -3.286  -0.08
O  -2.686  -7.398  -1.585  -0.52
O  0.680  -2.039  0.515  -0.47
O  0.131  6.374  -1.006  -0.34
O  2.742  -2.583  -3.555  -0.36
O  1.975  3.760  1.963  -0.31
O  -2.039  2.390  1.178  -0.47
O  -3.254  -5.365  -0.800  -0.30
O  -2.288  -5.507  4.275  -0.47
O  -0.930  -0.149  1.964  -0.49
O  -0.506  -2.080  -1.447  -0.27
O  -3.469  -3.117  -0.707  -0.51
C  2.249  -2.160  -4.828  -0.21
C  -1.659  -4.127  -1.993  0.77
C  -3.044  -6.508  2.272  -0.20
C  -1.490  -1.320  1.404  -0.29
C  3.108  -0.975  -5.246  -0.65
C  -3.367  -6.381  4.611  -0.53
C  -1.453  -5.418  -2.245  0.15
C  0.647  -2.564  -0.748  -0.03
C  -2.490  -6.236  -1.541  0.57
C  -0.428  -2.397  1.335  -0.15
C  2.728  2.627  3.893  -0.59
C  1.575  3.418  3.294  -0.34
C  -2.862  -4.055  -1.110  -0.17
C  3.999  -1.954  -3.288  -0.46
C  -2.198  4.448  0.032  -0.36
C  -1.533  3.730  1.193  0.01
C  -4.148  -6.607  3.323  -0.67
C  -3.162  2.303  0.293  -0.43
C  -2.171  -5.405  2.856  0.07
C  1.302  5.550  -1.030  0.15
C  3.367  3.495  1.789  -0.38
C  2.431  6.438  -1.536  -0.61
C  -0.923  -2.921  -2.491  -0.12
C  2.007  7.806  -1.002  -0.56
C  3.930  3.250  3.183  -0.62
C  4.448  -1.329  -4.602  -0.56
C  0.494  7.743  -1.170  -0.50
C  -3.551  3.739  -0.037  -0.71
H  -2.487  -7.447  2.224  0.30
H  1.535  -2.215  -1.278  -0.10
H  -0.042  8.341  -0.431  0.28
H  -4.677  -7.559  3.313  0.38
H  0.646  2.848  3.250  0.18
H  -1.595  -2.329  -3.118  0.30
H  -3.961  -5.915  5.399  0.31
H  3.409  6.114  -1.183  0.33
H  3.485  2.611  1.153  0.27
H  -1.632  4.283  -0.885  0.19
H  2.771  2.705  4.978  0.38
H  -2.525  -4.415  2.541  -0.12
H  2.638  1.572  3.628  0.23
H  4.977  -2.064  -5.212  0.25
H  3.160  -0.858  -6.327  0.36
H  2.454  8.644  -1.536  0.35
H  -2.265  5.522  0.191  0.39
H  1.392  4.343  3.851  0.27
H  0.192  8.077  -2.169  0.28
H  1.111  4.690  -1.675  0.29
H  -1.118  -5.497  2.585  0.25
H  -0.873  -3.336  0.981  -0.11
H  3.857  -1.190  -2.516  0.26
H  1.502  5.184  -0.018  -0.18
H  -2.309  -1.706  2.028  0.25
H  -4.878  -5.808  3.177  0.28
H  -3.407  -6.273  1.276  0.13
H  0.625  -3.668  -0.735  0.47
H  -0.080  -3.247  -3.113  -0.02
H  -1.307  0.616  1.513  0.45
H  4.692  -2.705  -2.908  0.31
H  -0.030  -2.577  2.337  0.48
H  -4.226  4.134  0.726  0.29
H  -2.957  -7.321  4.996  0.27
H  1.191  -1.908  -4.732  0.22
H  3.827  4.348  1.286  0.21
H  -1.898  -1.139  0.406  0.32
H  -0.446  3.702  1.114  -0.16
H  -1.799  4.189  2.151  0.22
H  4.200  4.197  3.656  0.27
H  2.268  7.893  0.054  0.26
H  4.812  2.611  3.172  0.35
H  -3.955  1.740  0.787  0.35
H  2.345  -2.989  -5.537  0.25
H  -4.042  3.826  -1.005  0.36
H  2.715  -0.050  -4.819  0.27
H  5.103  -0.472  -4.453  0.34
H  2.449  6.451  -2.629  0.28
H  -2.861  1.759  -0.610  0.22


2.
Molecular formula: CHCuF3NO5S2
Method: DFT, the ωB97M-V functional and the def2-TZVPD basis

Summary:
HOMO energy (alpha / beta): -4.74 / -4.27 eV
spin multiplicity: 2
net charge: -1
molecular weight: 291.69 Da
orbital gap (alpha / beta): 5.87 / 5.69 eV

Last column: Löwdin spin population.
Atoms and positions in Å:
Cu  1.862  1.704  -0.824  0.06
S  1.014  -1.042  -0.349  -0.21
S  -0.469  1.376  -0.072  0.00
F  -1.015  -2.865  -0.189  0.05
F  -2.259  -1.449  -1.084  0.06
F  -1.988  -1.561  1.072  0.04
O  1.092  3.144  -0.163  0.86
O  -0.311  2.163  1.253  0.10
O  1.566  -2.295  -0.920  -0.17
O  -1.943  1.590  -0.254  0.02
O  2.246  -0.124  -0.613  -0.06
N  0.216  -0.024  0.689  0.09
C  -1.351  -1.574  -0.109  0.28
H  1.341  0.957  1.563  -0.11